{
  "formula": "C38H102FeN9O11",
  "method": "ωB97M-V/def2-TZVPD",
  "orbital_gap_ev": [8.4, 8.4],
  "spin_multiplicity": 5,
  "max_force_ev_per_a": 4.16,
  "s2": 6.007,
  "e_homo_ev": [-10.403, -10.403],
  "e_above_lowest_ev": 3.828,
  "e_lumo_ev": [-2.038, -2.037],
  "total_charge": 1,
  "symbols": ["Fe", "C", "C", "O", "O", "H", "H", "H", "C", "C", "C", "O", "C", "N", "H", "H", "H", "H", "H", "H", "H", "H", "H", "H", "H", "C", "C", "C", "O", "C", "N", "H", "H", "H", "H", "H", "H", "H", "H", "H", "H", "H", "C", "C", "C", "O", "C", "N", "H", "H", "H", "H", "H", "H", "H", "H", "H", "H", "H", "C", "C", "C", "O", "C", "N", "H", "H", "H", "H", "H", "H", "H", "H", "H", "H", "H", "C", "C", "C", "O", "C", "N", "H", "H", "H", "H", "H", "H", "H", "H", "H", "H", "H", "C", "C", "C", "O", "C", "N", "H", "H", "H", "H", "H", "H", "H", "H", "H", "H", "H", "C", "C", "C", "O", "C", "N", "H", "H", "H", "H", "H", "H", "H", "H", "H", "H", "H", "C", "C", "C", "O", "C", "N", "H", "H", "H", "H", "H", "H", "H", "H", "H", "H", "H", "C", "C", "C", "O", "C", "N", "H", "H", "H", "H", "H", "H", "H", "H", "H", "H", "H"],
  "coordinates": [[4.272, -9.053, -6.680], [1.431, -7.901, -9.352], [2.529, -8.266, -8.331], [3.753, -8.323, -8.588], [2.248, -8.619, -7.136], [0.475, -7.837, -8.832], [1.542, -8.704, -10.081], [1.600, -6.932, -9.821], [2.652, -12.567, -7.756], [3.133, -11.849, -6.558], [3.291, -12.723, -5.249], [3.792, -12.046, -4.114], [4.703, -12.813, -3.373], [4.413, -11.204, -6.946], [3.273, -13.409, -8.065], [2.511, -11.778, -8.494], [1.651, -12.989, -7.671], [2.433, -11.064, -6.273], [3.928, -13.517, -5.637], [2.363, -13.247, -5.021], [5.631, -12.942, -3.930], [4.331, -13.834, -3.279], [4.867, -12.490, -2.345], [4.738, -11.628, -7.803], [4.905, -11.564, -6.141], [8.434, -8.035, -6.202], [6.906, -8.075, -5.831], [6.118, -6.756, -5.715], [4.770, -7.111, -5.941], [3.801, -6.050, -5.851], [6.362, -8.784, -6.967], [8.813, -9.050, -6.088], [9.003, -7.329, -5.596], [8.658, -7.767, -7.234], [6.773, -8.627, -4.900], [6.561, -6.076, -6.442], [6.379, -6.179, -4.828], [4.091, -5.372, -5.047], [2.733, -6.263, -5.798], [3.942, -5.455, -6.753], [7.031, -9.538, -7.030], [6.625, -8.241, -7.777], [5.320, -4.484, -9.104], [6.674, -5.256, -9.437], [7.886, -4.676, -8.717], [8.183, -3.319, -9.104], [8.856, -3.263, -10.305], [6.477, -6.673, -9.293], [5.214, -4.463, -8.019], [4.361, -4.939, -9.354], [5.161, -3.493, -9.530], [6.777, -5.224, -10.521], [8.776, -5.292, -8.845], [7.866, -4.830, -7.638], [8.395, -3.731, -11.175], [9.873, -3.592, -10.095], [8.832, -2.243, -10.688], [5.587, -7.082, -9.538], [7.246, -7.229, -9.640], [-1.651, -4.919, -8.545], [-2.572, -5.771, -7.742], [-4.143, -5.505, -8.043], [-5.070, -6.312, -7.169], [-5.120, -5.910, -5.828], [-2.258, -7.189, -7.815], [-2.078, -4.667, -9.516], [-0.666, -5.376, -8.640], [-1.445, -3.957, -8.075], [-2.502, -5.431, -6.708], [-4.212, -5.744, -9.104], [-4.439, -4.462, -7.939], [-5.877, -6.425, -5.237], [-5.189, -4.825, -5.892], [-4.244, -6.301, -5.310], [-3.116, -7.713, -7.721], [-1.604, -7.374, -7.068], [1.724, -3.504, -8.856], [1.595, -2.495, -9.996], [2.344, -1.163, -9.572], [2.050, -0.047, -10.477], [0.887, 0.597, -10.139], [2.220, -3.024, -11.220], [1.144, -3.006, -8.078], [2.715, -3.589, -8.409], [1.278, -4.476, -9.064], [0.526, -2.313, -10.110], [3.398, -1.438, -9.597], [2.095, -0.786, -8.580], [0.865, 0.935, -9.103], [0.021, -0.063, -10.174], [0.676, 1.491, -10.727], [1.584, -3.653, -11.688], [2.263, -2.142, -11.709], [3.370, -7.646, -15.759], [3.672, -6.096, -15.596], [4.849, -5.719, -14.605], [4.938, -6.308, -13.278], [3.988, -6.050, -12.257], [3.921, -5.655, -16.953], [2.650, -7.869, -16.547], [2.953, -8.099, -14.859], [4.227, -8.294, -15.945], [2.819, -5.538, -15.209], [5.014, -4.645, -14.516], [5.716, -6.137, -15.117], [3.600, -5.049, -12.444], [4.386, -6.032, -11.242], [3.147, -6.740, -12.326], [3.098, -5.943, -17.464], [3.796, -4.663, -17.094], [-1.938, -10.604, -11.102], [-2.796, -9.530, -11.735], [-4.219, -9.210, -11.218], [-4.291, -8.741, -9.854], [-4.575, -9.687, -8.831], [-1.993, -8.346, -11.665], [-1.622, -10.251, -10.121], [-1.091, -10.589, -11.788], [-2.378, -11.599, -11.040], [-3.052, -9.811, -12.757], [-4.797, -10.101, -11.460], [-4.655, -8.442, -11.856], [-3.992, -10.608, -8.860], [-5.625, -9.983, -8.817], [-4.501, -9.238, -7.841], [-1.690, -8.241, -10.707], [-2.463, -7.452, -11.671], [2.267, -8.663, -3.362], [3.854, -8.818, -3.204], [4.287, -9.495, -1.889], [5.689, -9.657, -1.804], [6.264, -9.621, -0.557], [4.237, -9.486, -4.388], [1.627, -9.535, -3.223], [2.061, -8.350, -4.385], [1.822, -7.903, -2.719], [4.235, -7.805, -3.340], [3.912, -10.499, -1.691], [4.105, -8.840, -1.037], [6.458, -8.602, -0.223], [7.227, -10.124, -0.650], [5.695, -10.244, 0.133], [3.877, -10.428, -4.326], [5.229, -9.605, -4.241], [2.553, -14.929, -14.643], [3.203, -14.292, -13.396], [2.272, -13.135, -12.985], [2.941, -12.447, -11.895], [2.338, -11.169, -11.821], [3.070, -15.372, -12.405], [3.222, -15.741, -14.928], [2.709, -14.092, -15.323], [1.541, -15.330, -14.582], [4.230, -14.033, -13.653], [1.302, -13.501, -12.648], [2.095, -12.428, -13.796], [2.791, -10.647, -10.979], [1.289, -11.231, -11.529], [2.529, -10.518, -12.674], [3.628, -16.142, -12.744], [3.512, -14.888, -11.636]],
  "mulliken_charge": [1.1683, -0.0806, 1.3552, -1.1119, -0.8674, -0.1769, -0.0813, 0.1434, -2.0840, 1.1380, -1.4370, -0.3136, -0.8614, -0.5377, 0.4195, 0.5398, 0.4319, -0.0752, 0.5914, 0.4045, 0.3236, 0.4145, 0.1918, 0.3457, 0.2548, -1.3958, 0.2230, -0.0005, 0.9339, -0.9379, -0.2929, 0.4814, 0.4026, 0.3266, -0.1597, -0.4644, 0.6076, 0.5214, 0.2045, -0.1218, 0.4219, 0.0823, -1.3252, 0.2013, -0.9208, -0.3911, -0.7275, -0.2232, 0.3038, 0.3010, 0.3005, 0.6946, 0.6142, 0.1000, 0.2676, 0.3140, 0.3041, -0.1099, 0.3003, -0.9260, 0.4739, -0.9416, -0.3222, -0.6382, -0.2089, 0.3831, -0.1602, 0.4707, 0.1327, 0.3552, 0.4201, 0.2485, 0.3171, 0.2300, -0.0427, 0.1633, -0.8083, 0.2346, -0.7756, -0.3903, -0.6714, -0.4398, 0.5482, 0.1708, -0.1820, 0.3567, 0.1665, 0.4535, 0.2938, 0.2663, 0.2939, 0.2873, 0.2868, -1.1192, 0.6704, -0.9219, -0.4111, 0.0073, -0.7592, 0.3759, 0.1410, 0.3195, 0.2403, 0.3645, 0.3695, 0.3449, -0.5037, 0.2247, 0.2536, 0.2648, -1.3372, 0.6651, -1.0064, -0.1024, -0.7687, -0.6583, 0.3150, 0.2511, 0.3694, 0.3315, 0.4032, 0.3473, 0.3161, 0.3388, 0.2076, -0.0106, 0.3531, -1.4994, 0.3247, -0.9721, -0.2879, -0.8965, -0.0155, 0.3474, 0.2109, 0.4165, 0.3425, 0.2934, 0.5668, 0.3079, 0.2528, 0.3770, 0.4700, -0.1214, -1.4114, 0.4629, -0.7692, -0.3247, -0.4068, -0.6893, 0.4054, 0.3656, 0.3294, 0.2697, 0.3310, 0.3508, -0.1109, 0.2028, 0.5249, 0.2591, 0.2406]
}